Computed, not measured: 15 unconnected molecules or ions with the total composition C85H205N15O15 at a distorted geometry, with ωB97M-V/def2-TZVPD.

Each line ends with the Löwdin charge.
Cartesian coordinates (Å):
1 C -18.45 -9.61 19.40  -0.07
2 C -18.36 -9.06 20.82  -0.43
3 C -18.81 -7.63 20.82  -0.21
4 O -18.70 -7.06 22.13  -0.21
5 C -19.10 -5.68 21.98  -0.07
6 N -19.23 -9.87 21.69  0.06
7 H -17.89 -9.00 18.65  0.09
8 H -19.52 -9.61 19.15  0.07
9 H -18.15 -10.66 19.25  0.08
10 H -17.36 -9.16 21.23  0.14
11 H -19.87 -7.64 20.56  0.12
12 H -18.21 -7.07 20.11  0.13
13 H -18.53 -5.13 21.23  0.06
14 H -19.03 -5.15 22.96  0.08
15 H -20.17 -5.80 21.76  0.09
16 H -20.15 -10.06 21.26  0.07
17 H -19.40 -9.33 22.52  0.02
18 C -29.68 -3.15 21.12  -0.06
19 C -28.56 -2.22 20.86  -0.44
20 C -28.38 -1.30 22.08  -0.20
21 O -29.60 -0.56 22.18  -0.20
22 C -29.70 0.14 23.40  -0.10
23 N -27.31 -2.94 20.63  0.05
24 H -30.58 -2.64 21.51  0.09
25 H -29.34 -3.80 21.93  0.09
26 H -29.77 -3.76 20.23  0.07
27 H -28.94 -1.52 20.11  0.14
28 H -27.50 -0.64 21.94  0.12
29 H -28.29 -1.83 23.03  0.10
30 H -28.98 0.96 23.39  0.09
31 H -29.53 -0.57 24.16  0.06
32 H -30.64 0.59 23.61  0.08
33 H -27.39 -3.91 20.48  0.05
34 H -26.69 -2.40 19.98  0.05
35 C -24.21 0.07 17.88  -0.03
36 C -25.19 0.23 19.07  -0.38
37 C -26.62 0.60 18.56  -0.16
38 O -26.61 1.58 17.48  -0.21
39 C -26.36 2.93 17.93  -0.10
40 N -25.27 -1.02 19.83  0.03
41 H -24.24 1.04 17.36  0.08
42 H -24.56 -0.62 17.06  0.06
43 H -23.18 -0.20 18.12  0.05
44 H -24.73 1.03 19.65  0.13
45 H -27.30 0.92 19.33  0.11
46 H -27.05 -0.27 18.07  0.12
47 H -26.89 3.19 18.84  0.08
48 H -26.79 3.47 17.12  0.08
49 H -25.33 3.16 18.14  0.07
50 H -25.41 -0.81 20.82  0.06
51 H -24.44 -1.65 19.88  0.07
52 C -20.80 -5.63 18.30  -0.04
53 C -20.21 -4.55 17.38  -0.46
54 C -18.89 -4.06 17.87  -0.24
55 O -18.90 -3.59 19.18  -0.23
56 C -17.61 -3.25 19.65  -0.11
57 N -19.98 -5.07 16.06  0.06
58 H -20.20 -6.56 18.25  0.08
59 H -21.78 -5.88 17.87  0.07
60 H -20.80 -5.33 19.37  0.06
61 H -20.92 -3.68 17.45  0.13
62 H -18.52 -3.23 17.24  0.14
63 H -18.18 -4.89 17.85  0.13
64 H -16.99 -4.15 19.80  0.10
65 H -17.70 -2.79 20.61  0.06
66 H -17.14 -2.45 19.09  0.09
67 H -19.91 -4.35 15.36  0.08
68 H -20.68 -5.75 15.80  0.04
69 C -20.44 -1.36 21.97  -0.02
70 C -21.33 -1.28 20.74  -0.43
71 C -20.63 -0.70 19.58  -0.27
72 O -20.23 0.58 19.86  -0.18
73 C -19.31 1.12 18.97  -0.11
74 N -21.88 -2.51 20.25  0.07
75 H -19.59 -2.05 21.93  0.06
76 H -20.97 -1.66 22.89  0.06
77 H -20.03 -0.36 22.14  0.08
78 H -22.26 -0.74 20.94  0.14
79 H -21.25 -0.64 18.65  0.12
80 H -19.78 -1.35 19.29  0.12
81 H -19.28 2.20 19.00  0.08
82 H -19.65 0.84 17.96  0.09
83 H -18.26 0.81 19.17  0.10
84 H -21.22 -3.22 20.04  0.04
85 H -22.46 -2.94 20.97  0.05
86 C -19.85 -4.28 25.79  -0.07
87 C -18.49 -3.86 26.29  -0.41
88 C -17.56 -3.64 25.10  -0.23
89 O -17.32 -4.83 24.50  -0.20
90 C -16.47 -4.73 23.45  -0.13
91 N -18.54 -2.64 27.08  0.06
92 H -20.40 -3.50 25.24  0.07
93 H -20.50 -4.59 26.63  0.09
94 H -19.79 -5.16 25.12  0.06
95 H -18.13 -4.68 26.89  0.14
96 H -16.61 -3.32 25.50  0.12
97 H -17.94 -2.91 24.40  0.13
98 H -15.52 -4.27 23.78  0.11
99 H -16.87 -4.12 22.65  0.07
100 H -16.33 -5.65 22.98  0.08
101 H -18.41 -2.79 28.07  0.07
102 H -19.38 -2.15 26.94  0.04
103 C -24.64 -4.94 19.82  -0.05
104 C -24.71 -5.03 21.35  -0.44
105 C -23.55 -5.81 21.87  -0.20
106 O -23.58 -7.21 21.59  -0.19
107 C -24.33 -7.91 22.56  -0.12
108 N -24.66 -3.69 21.95  0.06
109 H -23.69 -4.55 19.51  0.05
110 H -25.36 -4.17 19.43  0.06
111 H -24.91 -5.87 19.32  0.08
112 H -25.71 -5.44 21.55  0.13
113 H -23.40 -5.65 22.98  0.13
114 H -22.66 -5.42 21.28  0.13
115 H -24.28 -8.95 22.31  0.06
116 H -25.37 -7.50 22.60  0.08
117 H -23.88 -7.76 23.55  0.08
118 H -25.62 -3.33 21.78  0.04
119 H -24.61 -3.86 22.96  0.04
120 C -31.26 -10.32 22.75  -0.04
121 C -30.57 -8.97 22.48  -0.43
122 C -29.11 -9.01 22.73  -0.29
123 O -28.97 -9.23 24.06  -0.17
124 C -27.61 -9.30 24.45  -0.07
125 N -30.74 -8.53 21.08  0.03
126 H -31.10 -10.60 23.81  0.08
127 H -30.75 -11.04 22.13  0.06
128 H -32.31 -10.28 22.47  0.07
129 H -30.95 -8.21 23.09  0.12
130 H -28.66 -8.07 22.30  0.15
131 H -28.72 -9.90 22.22  0.12
132 H -27.17 -10.16 23.95  0.08
133 H -27.60 -9.41 25.56  0.11
134 H -27.02 -8.43 24.23  0.05
135 H -30.20 -9.09 20.39  0.06
136 H -31.72 -8.47 20.79  0.08
137 C -22.84 -2.73 13.23  -0.03
138 C -24.25 -2.19 13.53  -0.42
139 C -24.52 -2.24 15.06  -0.20
140 O -24.40 -3.57 15.51  -0.20
141 C -24.05 -3.65 16.84  -0.14
142 N -24.43 -0.83 13.15  0.05
143 H -22.78 -2.90 12.14  0.10
144 H -22.66 -3.54 13.85  0.03
145 H -22.09 -2.05 13.54  0.06
146 H -25.00 -2.81 13.09  0.11
147 H -25.45 -1.81 15.47  0.12
148 H -23.70 -1.63 15.40  0.10
149 H -24.77 -3.23 17.52  0.07
150 H -23.13 -3.10 17.07  0.09
151 H -24.01 -4.66 17.18  0.06
152 H -23.57 -0.33 13.03  0.07
153 H -25.08 -0.57 12.41  0.08
154 C -23.67 -8.00 12.93  -0.07
155 C -23.29 -7.77 14.38  -0.37
156 C -22.25 -8.84 14.80  -0.17
157 O -21.16 -8.85 13.83  -0.19
158 C -20.24 -9.81 14.23  -0.15
159 N -22.76 -6.34 14.57  0.07
160 H -24.30 -8.90 12.82  0.09
161 H -22.80 -7.98 12.32  0.06
162 H -24.27 -7.11 12.64  0.08
163 H -24.16 -7.91 15.00  0.11
164 H -22.74 -9.83 14.82  0.12
165 H -21.81 -8.69 15.77  0.11
166 H -19.73 -9.56 15.19  0.09
167 H -19.40 -10.01 13.59  0.08
168 H -20.73 -10.79 14.29  0.09
169 H -23.46 -5.64 14.41  0.03
170 H -22.03 -6.20 13.90  0.05
171 C -30.29 -6.64 13.68  -0.06
172 C -28.96 -6.05 14.02  -0.54
173 C -28.82 -4.68 13.33  -0.13
174 C -27.63 -3.88 13.80  -0.18
175 C -27.73 -3.72 15.29  -0.13
176 C -27.86 -5.01 16.12  -0.48
177 N -29.01 -5.82 15.50  -0.07
178 O -29.12 -7.02 16.22  -0.05
179 C -26.58 -5.76 16.20  -0.03
180 C -28.28 -4.64 17.52  -0.03
181 C -27.92 -7.06 13.62  -0.04
182 H -31.05 -6.01 14.12  0.08
183 H -30.45 -7.71 14.03  0.10
184 H -30.41 -6.63 12.55  0.11
185 H -28.81 -4.80 12.26  0.12
186 H -29.76 -4.13 13.49  0.13
187 H -27.67 -2.85 13.41  0.12
188 H -26.65 -4.31 13.45  0.12
189 H -28.48 -2.97 15.61  0.14
190 H -26.80 -3.29 15.64  0.08
191 H -26.67 -6.75 16.62  0.06
192 H -26.02 -5.74 15.24  0.09
193 H -25.96 -5.28 16.94  0.05
194 H -28.39 -5.56 18.06  0.08
195 H -27.50 -4.08 17.96  0.06
196 H -29.25 -4.20 17.53  0.09
197 H -27.91 -7.92 14.33  0.08
198 H -26.92 -6.69 13.57  0.05
199 H -28.04 -7.54 12.63  0.10
200 H -30.04 -6.96 16.56  0.12
201 C -25.63 -4.50 27.57  -0.03
202 C -25.67 -4.41 26.05  -0.49
203 C -27.06 -3.86 25.62  -0.12
204 C -27.19 -2.33 25.81  -0.15
205 C -26.05 -1.59 25.07  -0.12
206 C -24.67 -2.09 25.51  -0.53
207 N -24.61 -3.56 25.40  -0.08
208 O -23.40 -4.13 25.83  -0.03
209 C -23.55 -1.59 24.52  -0.03
210 C -24.29 -1.58 26.84  -0.05
211 C -25.57 -5.83 25.49  -0.04
212 H -26.08 -5.41 27.94  0.08
213 H -26.09 -3.69 28.10  0.07
214 H -24.63 -4.56 27.95  0.08
215 H -27.20 -4.14 24.57  0.11
216 H -27.72 -4.48 26.16  0.10
217 H -27.08 -2.07 26.88  0.11
218 H -28.15 -1.94 25.45  0.09
219 H -26.12 -0.50 25.29  0.13
220 H -26.14 -1.73 23.97  0.10
221 H -23.42 -0.45 24.60  0.12
222 H -22.59 -2.10 24.72  0.06
223 H -23.80 -1.87 23.51  0.04
224 H -24.24 -0.49 26.83  0.10
225 H -24.88 -1.86 27.68  0.06
226 H -23.30 -1.94 27.04  0.08
227 H -26.52 -6.28 25.82  0.08
228 H -24.77 -6.46 25.87  0.08
229 H -25.61 -5.89 24.38  0.07
230 H -22.93 -4.48 25.09  0.07
231 C -21.89 -10.13 23.88  -0.04
232 C -21.17 -9.87 25.21  -0.47
233 C -20.80 -11.25 25.80  -0.14
234 C -19.70 -11.14 26.83  -0.19
235 C -18.51 -10.34 26.29  -0.16
236 C -18.82 -8.96 25.84  -0.51
237 N -19.94 -9.09 24.90  -0.06
238 O -20.38 -7.77 24.56  -0.06
239 C -19.07 -7.92 27.00  0.00
240 C -17.59 -8.39 25.10  -0.02
241 C -22.06 -9.04 26.18  -0.01
242 H -22.90 -10.47 23.96  0.06
243 H -21.32 -10.69 23.13  0.08
244 H -22.06 -9.13 23.46  0.06
245 H -21.68 -11.72 26.23  0.12
246 H -20.35 -11.91 25.02  0.13
247 H -19.38 -12.10 27.29  0.12
248 H -20.05 -10.54 27.74  0.12
249 H -17.99 -10.87 25.46  0.14
250 H -17.79 -10.29 27.11  0.12
251 H -18.11 -7.79 27.53  0.09
252 H -19.46 -7.04 26.59  0.03
253 H -19.79 -8.36 27.71  0.07
254 H -16.76 -8.53 25.83  0.10
255 H -17.34 -8.93 24.20  0.08
256 H -17.58 -7.35 24.83  0.06
257 H -22.31 -8.04 25.90  0.06
258 H -21.49 -8.96 27.06  0.03
259 H -23.03 -9.59 26.38  0.11
260 H -19.87 -7.47 23.78  0.08
261 C -22.33 -13.88 20.99  -0.03
262 C -23.42 -14.19 22.04  -0.50
263 C -23.48 -12.98 22.97  -0.14
264 C -24.76 -13.04 23.87  -0.12
265 C -25.99 -13.10 22.90  -0.16
266 C -25.97 -14.25 22.01  -0.57
267 N -24.69 -14.26 21.30  -0.06
268 O -24.61 -15.41 20.39  -0.04
269 C -26.31 -15.56 22.73  0.00
270 C -27.00 -14.02 20.88  -0.03
271 C -23.02 -15.49 22.78  -0.02
272 H -22.70 -13.09 20.30  0.07
273 H -22.17 -14.78 20.39  0.08
274 H -21.35 -13.58 21.36  0.09
275 H -22.54 -13.00 23.57  0.12
276 H -23.51 -12.06 22.44  0.07
277 H -24.83 -12.12 24.43  0.09
278 H -24.73 -13.92 24.52  0.10
279 H -25.89 -12.23 22.23  0.11
280 H -26.92 -13.04 23.46  0.13
281 H -27.42 -15.61 22.82  0.11
282 H -26.07 -16.38 22.08  0.06
283 H -25.82 -15.67 23.65  0.05
284 H -27.15 -14.81 20.18  0.07
285 H -28.00 -13.68 21.32  0.11
286 H -26.69 -13.15 20.26  0.07
287 H -23.59 -15.79 23.68  0.08
288 H -21.96 -15.54 22.94  0.08
289 H -23.18 -16.39 22.20  0.07
290 H -24.85 -16.21 20.89  0.06
291 C -27.03 -12.58 16.60  -0.02
292 C -26.69 -11.11 17.10  -0.49
293 C -27.81 -10.60 17.92  -0.17
294 C -27.53 -9.28 18.65  -0.15
295 C -26.36 -9.60 19.61  -0.15
296 C -25.12 -10.06 18.94  -0.49
297 N -25.52 -11.29 18.04  -0.04
298 O -24.40 -11.85 17.28  -0.04
299 C -24.45 -8.89 18.20  -0.01
300 C -24.13 -10.67 19.93  -0.03
301 C -26.42 -10.21 15.85  0.00
302 H -27.33 -13.19 17.45  0.07
303 H -26.24 -13.08 16.06  0.07
304 H -27.94 -12.47 15.99  0.08
305 H -28.69 -10.49 17.32  0.11
306 H -28.07 -11.36 18.77  0.15
307 H -28.41 -8.82 19.12  0.09
308 H -27.18 -8.49 17.91  0.09
309 H -26.67 -10.34 20.37  0.11
310 H -26.03 -8.67 20.17  0.13
311 H -23.91 -8.30 18.98  0.09
312 H -23.80 -9.29 17.41  0.07
313 H -25.22 -8.33 17.68  0.05
314 H -23.32 -11.25 19.47  0.07
315 H -23.72 -9.87 20.55  0.06
316 H -24.63 -11.47 20.60  0.08
317 H -25.43 -9.76 15.95  0.06
318 H -27.17 -9.45 15.81  0.05
319 H -26.57 -10.80 14.95  0.08
320 H -24.19 -12.61 17.81  0.08

Output
2S+1: 1
HOMO, Eh: -0.3024
Kohn-Sham gap, eV: 8.8